{
  "formula": "C45H77ClF5N8O5",
  "method": "wB97M-V/def2-TZVPD",
  "elements": ["H", "C", "F", "N", "C", "H", "C", "H", "C", "H", "H", "H", "H", "H", "H", "H", "H", "C", "H", "C", "C", "C", "C", "C", "H", "H", "F", "C", "H", "N", "H", "H", "C", "H", "C", "H", "H", "C", "N", "Cl", "C", "N", "H", "H", "C", "H", "C", "H", "C", "O", "H", "H", "H", "N", "H", "O", "C", "H", "H", "N", "C", "H", "O", "C", "H", "C", "H", "H", "H", "C", "F", "F", "H", "H", "H", "H", "H", "O", "H", "C", "C", "C", "C", "H", "H", "C", "C", "C", "H", "H", "H", "H", "N", "H", "C", "H", "C", "H", "C", "H", "H", "H", "H", "H", "C", "C", "H", "H", "H", "H", "C", "H", "C", "H", "H", "H", "H", "H", "C", "C", "H", "H", "H", "H", "H", "H", "H", "H", "C", "H", "H", "H", "C", "C", "F", "N", "C", "C", "O", "H", "C"],
  "coordinates": [[-1.083166, -2.107617, 0.947079], [0.595521, 1.067877, 0.057544], [1.315088, -5.477899, 2.628270], [5.056741, 4.785951, 0.594424], [-5.977837, 1.720512, -5.418204], [3.427273, 0.897675, -4.749256], [3.811303, -6.020001, -7.756591], [3.830422, -3.684795, -3.534524], [-4.644685, 3.443951, 4.334419], [-5.855246, 0.222545, 0.117774], [3.518982, 4.052749, 2.475838], [1.542287, 2.889206, -0.706798], [2.144194, 4.966199, 1.700382], [-0.220673, -0.330853, -1.468240], [-2.069405, 1.933467, -0.175628], [-4.303880, 4.071780, 5.219605], [3.654588, -0.353064, 5.827266], [-0.198985, -2.241064, 1.648551], [1.581618, 2.562307, -4.947696], [-3.944046, -1.058112, 7.584276], [0.838461, 3.352603, 3.783245], [-1.490257, -0.715324, 7.439487], [2.658483, 0.181397, 5.893684], [-4.839550, 1.559189, 1.618659], [-5.166416, 0.578944, 8.292654], [0.603802, 0.840195, -7.286679], [3.178311, -4.318864, 0.300014], [1.994085, 2.674263, 1.439619], [1.819379, 3.848769, 4.128625], [0.937891, -0.599126, -3.412490], [6.161523, -2.884612, -3.807233], [-2.257831, -0.982010, -1.387247], [-1.851593, 1.271319, -1.067123], [5.929037, -3.651210, -2.240553], [2.482578, 0.615038, -5.221445], [-4.067759, -0.778721, 6.533022], [2.704489, -0.085262, -6.031039], [0.450926, 1.533431, -6.454421], [5.612114, 0.629395, -3.622420], [-1.563160, 1.835277, 2.551697], [5.664064, -2.774666, -2.838876], [-0.059677, 0.172062, 3.767105], [2.249943, -6.979654, -6.639469], [-6.847708, 0.791099, -3.670468], [3.099239, -4.031648, 1.657288], [3.124533, 5.085036, -0.355544], [2.462951, 1.434283, 5.192986], [1.069218, 5.920299, 3.662991], [1.303739, 2.130506, 2.827039], [0.205225, 5.504353, 3.910782], [-4.657642, 3.919925, 3.302474], [-4.060974, -0.068028, 9.514157], [1.316032, -4.957045, -5.564338], [3.469248, -2.661790, -6.135912], [3.246049, -5.919402, -8.687586], [-6.578019, 0.289898, 4.145275], [-4.598056, 1.807951, -4.839335], [-5.111657, -0.816841, -4.480957], [-3.520812, 0.121540, -2.101741], [-3.519263, 1.876278, -4.385144], [-2.567739, -1.696452, 7.792469], [3.849480, -1.935740, -3.704912], [-6.160737, 1.521452, 2.267548], [1.771906, 1.857965, -5.764014], [3.474939, -6.200666, -5.644602], [1.598948, -4.132035, 2.253434], [-6.009293, -1.019455, -5.996559], [1.711302, -1.061704, 2.161823], [-0.004633, 2.444013, -6.849945], [-0.351178, 0.767702, -1.225076], [3.868791, -4.979355, 2.363102], [3.616525, -2.771250, 2.001941], [-5.903121, 1.546315, -6.494628], [0.035669, 4.317995, -0.235754], [-0.388478, -4.420013, 1.342757], [0.774576, -3.701638, 0.144037], [1.349866, -4.746473, -7.320287], [0.108020, 4.394308, 3.092329], [-2.089513, 1.905738, -1.996030], [0.883611, -1.063447, 1.366858], [2.795897, 4.030906, 1.597661], [2.876155, -6.087262, -6.553768], [1.974739, -4.856140, -6.430288], [-4.101554, -1.348966, 0.088437], [2.783086, 1.869467, 1.189702], [1.615582, -0.065697, -4.208036], [2.609303, 1.515994, 3.612175], [-4.870341, 0.808025, 0.207723], [3.622513, -2.662819, -2.103501], [-6.709120, -1.554660, -4.461464], [3.678425, 3.346154, -0.360029], [-6.489119, 2.673625, -5.264131], [0.202284, 0.300476, 1.275221], [-7.769966, 0.560737, -5.151350], [-6.105504, -0.776763, -4.934364], [-0.913036, -0.384424, 3.668195], [-3.692014, -0.276974, 0.153123], [-4.717065, -1.796550, 7.813337], [0.944385, 2.609102, 0.239364], [1.605167, 0.625404, -0.282046], [-2.440945, -2.006812, 8.832746], [-2.959984, -0.227340, 1.024227], [0.770936, -0.374352, 4.000333], [5.704429, -1.408102, -1.152597], [-5.979966, 1.255858, 3.651159], [3.696759, 4.298038, 0.259420], [0.252265, 2.985712, 4.684804], [-0.267036, 1.086529, -5.761714], [-4.833354, 1.526598, -0.684792], [-4.137395, 0.998538, 2.311706], [4.154583, -2.758831, -3.056054], [4.412782, -6.929338, -7.820938], [0.469842, -3.662118, 1.242843], [-3.452373, 0.970284, 8.212177], [2.856776, 0.453706, 3.250857], [0.123140, 1.360073, -2.077953], [2.431064, 2.361759, -6.476064], [-0.788460, 0.014672, 1.092523], [-6.756372, 0.589057, -4.742264], [-4.163844, 0.175917, 8.452995], [-2.464056, -2.581416, 7.160069], [3.551352, 2.133212, 3.393542], [-4.525269, 2.634851, 1.434079], [5.750796, 4.031064, 0.572113], [-4.615107, 1.589677, 5.516351], [1.381516, -1.377791, 0.399101], [1.778128, -0.199244, 6.522835], [5.081909, 5.303549, 1.476943], [6.173582, -1.515839, -2.134214], [4.503754, -5.177877, -7.681908], [-0.468602, -2.336772, 2.743090], [2.255821, 2.325119, 5.884344], [-2.845587, -0.013101, -1.181498], [2.812097, -3.624035, -6.265063], [1.629397, -3.406671, 3.470347], [-0.650003, 0.055363, 7.163366], [5.858560, -0.309370, -2.965311], [-5.028987, 2.116714, 4.599336], [-0.147952, 3.521659, 0.295407], [7.254648, -1.575451, -1.987784], [0.141387, 1.049977, 2.581710]],
  "forces_ev_per_a": [[0.87, -0.05, 1.06], [1.38, 1.00, -3.36], [0.89, 2.58, -0.88], [-0.54, -0.73, -0.57], [0.57, -0.07, 0.51], [-0.07, -0.21, 0.06], [0.05, -0.05, -0.03], [0.00, 0.09, 0.06], [-0.58, -2.14, 0.71], [1.33, 1.05, 0.25], [-1.02, -0.42, -1.01], [-0.77, -0.85, 1.25], [0.49, -1.59, 0.03], [-0.51, 1.42, 0.19], [0.44, -1.01, -0.87], [0.06, -0.96, -1.50], [-1.84, -0.33, -1.03], [1.68, -0.47, -0.49], [0.12, -0.04, -0.03], [-0.25, 0.25, 0.06], [0.73, -0.34, -0.04], [1.55, 1.03, -0.36], [-0.72, 2.22, -1.09], [-0.04, -0.13, -0.88], [0.06, -0.06, 0.05], [-0.02, 0.04, 0.06], [-0.02, 1.08, 2.83], [-0.61, -0.51, 0.69], [-1.39, -0.91, -0.33], [1.84, 1.08, -2.13], [0.03, 0.06, 0.12], [-0.55, 1.53, 0.16], [-0.83, -1.02, -1.54], [0.11, 0.13, 0.02], [-0.52, 0.01, 0.44], [0.02, -0.15, 0.03], [-0.05, -0.10, 0.20], [-0.05, 0.06, -0.03], [0.51, -2.27, 1.61], [1.30, -0.07, -0.39], [-0.28, -0.28, -0.14], [0.80, 0.82, -1.90], [-0.05, 0.13, 0.09], [-0.03, 0.10, -0.11], [0.93, -1.31, 1.77], [0.99, -1.07, 0.76], [0.36, -2.57, 1.15], [-0.79, -0.37, 0.12], [1.42, 0.97, 0.22], [0.63, 1.54, 0.69], [-0.61, -0.59, 1.63], [-0.01, 0.06, -0.07], [0.04, 0.18, -0.06], [-1.60, -2.36, -0.41], [0.07, 0.00, 0.05], [1.54, 2.92, -1.27], [1.77, 0.35, 0.53], [-0.02, 0.05, -0.07], [0.80, -0.20, 1.51], [-2.61, -0.23, -0.98], [0.33, 0.63, -0.32], [0.03, -0.09, 0.07], [1.62, 0.12, 1.73], [-0.32, 0.14, -0.15], [-0.14, 0.03, 0.00], [-0.42, -0.75, 0.23], [0.01, -0.01, 0.09], [-1.37, 0.19, -1.15], [0.03, -0.09, -0.01], [0.58, 1.23, 1.24], [-1.33, 2.10, -1.86], [-0.89, -2.33, -1.57], [0.12, 0.04, 0.09], [0.08, -0.65, 0.37], [1.42, 0.96, -0.05], [-0.02, 0.16, 1.63], [0.09, 0.11, 0.06], [0.47, -1.94, -0.53], [0.45, -0.81, 1.45], [0.40, -2.04, 0.66], [0.22, 0.74, -1.04], [0.26, -0.21, -0.16], [0.62, 0.44, 0.19], [0.46, 1.62, 0.31], [-1.09, 1.16, 0.23], [-0.78, -1.10, 1.20], [1.33, -0.21, 1.30], [-0.45, -0.82, 0.87], [0.02, 0.00, -0.02], [0.03, 0.05, -0.08], [0.59, 1.17, 0.69], [0.19, 0.00, -0.03], [-0.88, -1.42, -0.62], [0.08, 0.14, 0.01], [-0.03, -0.07, 0.02], [0.51, 0.27, 0.19], [0.19, 0.08, -1.85], [0.14, -0.04, -0.08], [1.71, 0.30, -0.60], [-1.40, 0.73, 0.77], [0.11, 0.08, -0.08], [-1.11, 0.06, -0.79], [-0.32, 0.16, 0.15], [0.01, 0.11, -0.09], [-0.50, -2.09, 1.13], [-1.24, 0.26, 0.70], [0.74, 0.35, -1.13], [0.05, -0.01, -0.03], [0.16, -0.96, 1.43], [-0.60, 0.97, -1.01], [0.00, 0.02, 0.12], [-0.07, 0.06, -0.03], [-1.39, 0.15, 0.54], [0.03, -0.08, 0.05], [-0.44, 1.49, 0.44], [-0.45, -1.03, 1.25], [0.08, -0.09, 0.15], [0.59, 0.58, 0.25], [-0.06, -0.34, 0.11], [-0.07, 0.05, 0.00], [0.15, 0.09, 0.06], [-1.59, -0.52, -0.23], [-0.23, -1.25, 0.54], [-0.47, 0.59, 0.26], [-1.35, 0.78, -1.04], [-0.71, 1.07, 0.83], [2.13, 1.17, 0.42], [0.04, -0.44, -0.52], [-0.12, 0.42, -0.67], [-0.09, -0.01, -0.01], [0.00, 0.40, -1.45], [-1.12, -1.32, -1.61], [0.09, -0.39, 0.21], [0.77, 1.71, 0.15], [-0.27, -1.04, -2.13], [-2.08, -1.89, 0.60], [-0.25, 1.65, -0.83], [0.59, 1.94, -1.68], [0.31, -0.55, 0.13], [-0.08, 0.17, -0.02], [-1.07, 0.56, 3.24]],
  "lowdin_charge": [0.123, -0.191, 0.060, -0.023, -0.177, 0.076, -0.110, 0.059, 0.035, 0.130, 0.107, 0.162, 0.118, 0.071, 0.077, 0.080, 0.066, -0.113, 0.107, -0.267, -0.160, -0.194, -0.022, -0.199, 0.076, 0.079, 0.116, -0.186, 0.133, 0.149, 0.116, 0.101, -0.167, 0.109, -0.183, 0.099, 0.097, -0.109, 0.144, 0.804, -0.256, 0.064, 0.110, 0.108, -0.358, 0.117, -0.148, 0.114, -0.240, -0.030, 0.077, 0.080, 0.114, 0.164, 0.080, 0.080, -0.196, 0.062, 0.094, 0.142, -0.178, 0.031, -0.058, -0.262, 0.108, -0.300, 0.080, 0.123, 0.074, -0.139, 0.105, 0.092, 0.120, 0.124, 0.146, 0.138, 0.120, -0.218, 0.100, -0.081, -0.136, -0.269, -0.176, 0.119, 0.150, -0.182, -0.136, -0.136, 0.061, 0.075, 0.109, 0.117, -0.044, 0.112, -0.111, 0.072, -0.210, 0.114, -0.270, 0.160, 0.121, 0.061, 0.064, 0.110, -0.404, -0.256, 0.141, 0.063, 0.121, 0.075, -0.127, 0.075, -0.059, 0.068, 0.111, 0.112, 0.113, 0.117, -0.268, -0.112, 0.113, 0.119, 0.120, 0.071, 0.102, 0.140, 0.036, 0.066, -0.179, 0.071, 0.113, 0.119, -0.204, -0.185, 0.057, 0.145, -0.193, -0.058, -0.034, 0.117, -0.576],
  "homo_ev": -10.2,
  "gap_ev": 8.1,
  "total_energy_ev": -96163.8894,
  "charge": 1,
  "max_force_ev_per_a": 3.77
}